{"formula": "C13H28N3S", "method": "wB97M-V/def2-TZVPD", "e_homo_ha": -0.4691, "gap_ha": 0.347, "largest_force_ha_per_bohr": 0.0239, "total_charge": 1, "elements": ["C", "C", "C", "C", "N", "C", "N", "C", "C", "C", "C", "C", "N", "C", "C", "C", "S", "H", "H", "H", "H", "H", "H", "H", "H", "H", "H", "H", "H", "H", "H", "H", "H", "H", "H", "H", "H", "H", "H", "H", "H", "H", "H", "H", "H"], "positions_angstrom": [[4.091008, -2.482832, -0.002820], [5.041649, -1.334885, 0.364157], [4.544941, 0.029635, -0.102920], [3.139091, 0.375743, 0.415379], [2.265491, 0.772858, -0.720663], [0.932991, 0.990795, -0.399622], [0.251871, 0.413758, 0.548085], [-1.156559, 0.808471, 0.714543], [-1.491376, 1.363127, 2.095185], [-2.873358, 0.886857, 2.546004], [-1.570944, 1.591384, -0.552933], [-2.375373, 2.863581, -0.297323], [-2.337740, 0.777515, -1.467794], [-1.759510, -0.509720, -1.904340], [-2.837780, -1.600757, -1.946711], [-3.207358, -2.093052, -0.553631], [0.074378, 2.150425, -1.284525], [3.366007, -2.199954, -0.766646], [4.641320, -3.341212, -0.378860], [3.549587, -2.842041, 0.871645], [5.240693, -1.323277, 1.434713], [6.005897, -1.509054, -0.111032], [5.246617, 0.817343, 0.158197], [4.512493, 0.016675, -1.195243], [2.745886, -0.482576, 0.962471], [3.207380, 1.237021, 1.074127], [2.314051, 0.044982, -1.429394], [0.657764, -0.296109, 1.137992], [-1.712538, -0.131641, 0.646852], [-0.759090, 0.997509, 2.814520], [-1.448821, 2.448394, 2.125147], [-3.157649, 1.351713, 3.484957], [-3.637226, 1.105591, 1.801924], [-2.862198, -0.191953, 2.700913], [-2.543528, 3.371379, -1.245405], [-1.887708, 3.531916, 0.401809], [-3.355349, 2.582229, 0.080601], [-2.450253, 1.340864, -2.302120], [-1.301402, -0.422895, -2.889679], [-0.979608, -0.841222, -1.218370], [-2.455028, -2.419729, -2.551447], [-3.711268, -1.156199, -2.421912], [-2.395742, -2.675551, -0.119050], [-4.073011, -2.750327, -0.611524], [-3.488698, -1.264777, 0.094740]], "atomic_forces_ev_per_a": [[0.1, -0.1, 0.4], [0.2, 0.0, -0.2], [-0.2, -0.1, -0.2], [0.4, 0.2, -0.3], [-0.3, -0.7, 1.0], [0.4, 0.2, -0.6], [0.0, 0.5, 0.3], [-0.4, -1.0, 0.0], [-0.1, 0.2, 0.2], [0.1, -0.1, -0.1], [-0.3, 0.4, 0.0], [-0.1, -0.3, -0.1], [1.0, 0.0, 0.1], [-0.3, -0.4, 0.0], [0.3, 0.5, 0.3], [-0.3, -0.2, -0.4], [0.0, -0.1, -0.2], [0.0, 0.0, -0.1], [0.0, 0.0, -0.1], [-0.2, 0.0, 0.0], [-0.1, 0.0, 0.1], [0.1, 0.0, 0.0], [0.0, 0.0, 0.1], [0.0, 0.0, -0.1], [-0.1, 0.0, 0.1], [-0.2, 0.0, 0.2], [0.1, 0.4, -0.5], [0.1, -0.1, 0.1], [0.0, 0.0, 0.0], [0.2, 0.0, 0.0], [0.2, 0.1, 0.0], [0.0, 0.1, 0.0], [-0.1, 0.1, 0.0], [0.0, -0.1, 0.0], [0.1, 0.2, 0.0], [0.1, 0.2, -0.1], [0.0, 0.0, 0.1], [-0.6, 0.0, 0.0], [0.1, 0.2, 0.0], [0.1, 0.1, 0.0], [-0.2, -0.1, -0.1], [-0.1, -0.2, -0.2], [0.1, 0.1, 0.2], [0.0, -0.1, 0.1], [0.1, 0.1, 0.1]], "nbo_charge": [-0.62, -0.40, -0.40, -0.23, -0.62, 0.36, -0.53, -0.03, -0.43, -0.61, 0.07, -0.64, -0.63, -0.23, -0.40, -0.62, 0.38, 0.18, 0.24, 0.21, 0.21, 0.22, 0.23, 0.20, 0.17, 0.22, 0.41, 0.44, 0.24, 0.22, 0.22, 0.24, 0.21, 0.21, 0.23, 0.23, 0.24, 0.38, 0.20, 0.17, 0.21, 0.21, 0.20, 0.23, 0.20]}


{"formula": "CH6N2P", "method": "wB97M-V/def2-TZVPD", "e_homo_ha": -0.5780, "gap_ha": 0.418, "largest_force_ha_per_bohr": 0.0631, "e_above_lowest_kj_mol": 186.6, "total_charge": 1, "elements": ["C", "N", "N", "P", "H", "H", "H", "H", "H", "H"], "positions_angstrom": [[-2.297619, 0.090764, 0.407871], [1.175359, 0.978351, -0.134232], [-3.406334, 0.179948, 0.088781], [0.871210, -0.673388, -0.081501], [1.894709, 1.358378, -0.738361], [0.882595, 1.589249, 0.733973], [-4.347280, 0.513819, 0.041610], [0.255809, -0.606640, 1.165362], [-0.082532, -1.080534, -1.026932], [1.926388, -1.573133, -0.324977]], "atomic_forces_ev_per_a": [[0.3, -0.2, -0.2], [-0.2, -0.1, 1.6], [0.0, 0.4, 0.3], [-0.8, 2.4, 0.1], [-0.3, 0.1, 0.2], [0.9, -1.8, -2.5], [-0.2, -0.2, -0.2], [0.1, -1.2, 0.1], [0.1, 0.1, 0.1], [0.1, 0.4, 0.5]], "nbo_charge": [0.21, -1.14, -0.66, 1.05, 0.44, 0.47, 0.47, 0.08, 0.03, 0.05]}